Entry 1:
ORCA calculation (ωB97M-V/def2-TZVPD) on the molecule C5H7ClO2 in a non-equilibrium geometry.

XYZ file:
```
15
Properties=species:S:1:pos:R:3:forces:R:3
O -1.344 0.304 -0.979 -0.3 -0.1 1.1
C 0.036 -0.105 -0.868 -0.7 7.2 1.3
C -0.104 -1.485 -1.274 0.2 -2.1 -2.8
C -0.165 -0.965 0.165 0.9 -8.8 4.9
O -0.919 -0.552 1.288 0.8 1.6 -0.9
C -0.027 0.618 1.526 -1.1 0.9 2.5
C 0.684 0.903 0.207 2.1 1.7 -2.9
Cl 0.427 2.664 -0.097 0.3 0.3 -0.6
H -1.412 0.942 -1.633 -0.1 2.1 -2.0
H 0.880 -2.029 -1.461 -1.8 0.2 0.2
H -0.965 -1.407 -2.099 2.2 -1.2 2.1
H 0.737 -1.525 0.696 -1.1 1.5 -1.6
H 0.832 0.318 2.105 0.0 -0.7 1.0
H -0.496 1.550 2.228 0.8 -2.7 -2.7
H 1.835 0.769 0.195 -2.1 0.1 0.4
```
Forces are in eV/Å.

- SMILES = O[C@]12C[C@@H]1OC[C@@H]2Cl
- HOMO-LUMO gap (Eh) = 0.3758
- highest occupied orbital energy (eV) = -9.54
- E_tot (hartree) = -805.13565

=====

Entry 2:
ORCA calculation (ωB97M-V/def2-TZVPD) on a structure of composition C5H7ClO2 in a non-equilibrium geometry.

XYZ file:
```
15
Properties=species:S:1:pos:R:3:forces:R:3
C -2.554 1.193 0.019 2.2 -3.5 2.9
C -1.792 -0.457 0.657 -0.9 3.9 0.4
C -0.580 0.286 -0.058 -0.9 -2.1 0.1
C -0.103 -0.466 -1.277 -3.8 0.8 -2.5
C 0.544 0.664 0.891 -2.1 0.2 -2.8
O -3.466 1.862 0.296 -0.7 0.5 -0.7
O -1.350 1.439 -0.493 0.3 1.0 -0.4
Cl -2.450 -1.855 -0.058 -0.5 -1.1 0.0
H -1.795 -0.531 1.803 0.2 0.2 -1.9
H 0.203 0.127 -2.151 -0.1 0.5 0.6
H -0.973 -1.117 -1.709 1.7 1.2 0.8
H 0.686 -1.062 -1.091 2.6 -2.3 1.0
H 0.903 1.525 0.441 1.5 1.8 -0.3
H 1.233 -0.071 1.035 2.2 -2.2 -0.5
H 0.221 0.797 1.832 -1.6 1.3 3.3
```
Forces are in eV/Å.

- HOMO-LUMO gap (Eh) = 0.3625
- highest occupied orbital energy (eV) = -9.24
- E_tot (hartree) = -805.31393

=====

Entry 3:
ORCA calculation (ωB97M-V/def2-TZVPD) on the molecule C5H7ClS in a non-equilibrium geometry.

XYZ file:
```
14
Properties=species:S:1:pos:R:3:forces:R:3
C -0.234 0.960 0.785 0.0 0.8 0.8
C -1.301 1.747 0.682 -2.6 -3.5 -2.4
C -0.121 -0.373 0.380 0.9 1.6 -2.7
C -2.381 -0.254 -0.794 1.0 1.4 3.2
C 1.171 -0.812 -0.267 -2.4 2.5 1.3
S -2.742 1.412 -0.305 1.5 -1.3 -0.2
Cl -3.022 -1.491 0.309 -0.1 0.1 -0.5
H 0.557 1.616 1.126 0.9 -0.6 0.0
H -1.466 2.655 1.033 0.2 4.1 2.0
H -0.820 -1.075 0.666 -0.9 -1.3 0.8
H -2.500 -0.448 -1.804 -0.5 -0.6 -1.7
H 1.729 -0.106 -0.791 0.3 1.7 -1.2
H 1.062 -1.630 -0.817 -0.6 -3.5 -2.4
H 1.808 -1.040 0.476 2.4 -1.2 3.0
```
Forces are in eV/Å.

- HOMO-LUMO gap (alpha / beta) (Eh) = 0.2789 / 0.2698
- highest occupied orbital energy (alpha / beta) (eV) = -7.96 / -7.78
- E_tot (hartree) = -1052.93797

=====

Entry 4:
ORCA calculation (ωB97M-V/def2-TZVPD) on a structure of composition C5H7CoO4 in a non-equilibrium geometry.

XYZ file:
```
17
Properties=species:S:1:pos:R:3:forces:R:3
O -0.459 0.813 1.859 -1.4 0.8 1.0
Co 0.631 1.267 0.419 0.6 -0.4 -1.6
C -1.664 0.576 2.013 0.8 -1.9 1.0
C -2.474 -0.123 0.996 -0.9 0.7 0.7
H -2.071 0.640 3.036 0.1 0.6 -0.2
H -2.764 0.722 0.315 0.3 -1.4 -0.4
H -1.916 -1.024 0.695 0.0 0.8 -0.9
H -3.392 -0.503 1.469 0.2 0.4 -0.2
C -0.322 -0.264 -2.220 0.6 0.8 0.2
C 0.542 0.202 -1.303 -0.4 -0.1 -0.6
O 1.826 -0.476 -1.379 0.0 0.3 0.0
C 2.718 -0.106 -0.510 -0.2 -1.2 -0.2
O 2.514 0.673 0.428 0.0 0.5 0.5
O 3.847 -0.744 -0.677 0.0 -0.2 -0.1
H -1.226 0.315 -2.413 0.0 -0.5 0.3
H -0.083 -1.088 -2.900 0.0 0.4 0.2
H 4.292 -0.879 0.172 0.3 0.4 0.0
```
Forces are in eV/Å.

- 2S+1 = 4
- HOMO-LUMO gap (alpha / beta) (Eh) = 0.3149 / 0.3028
- highest occupied orbital energy (alpha / beta) (eV) = -13.21 / -13.19
- total charge = +1
- E_tot (hartree) = -1878.13418
- expectation value of S² = 3.758

=====

Entry 5:
ORCA calculation (ωB97M-V/def2-TZVPD) on a structure of composition C5H7CuO4 in a non-equilibrium geometry.

XYZ file:
```
17
Properties=species:S:1:pos:R:3:forces:R:3
O -3.087 -0.419 2.064 -0.4 -0.5 0.0
C -2.506 0.542 1.503 -0.3 0.6 0.8
O -1.682 -0.051 0.433 0.3 0.4 0.5
O -2.474 1.729 1.680 0.1 -0.5 -0.3
Cu -2.460 -1.952 0.938 0.0 0.1 0.3
C -0.473 0.449 -1.483 3.9 -0.6 0.5
C -0.694 0.662 -0.099 -2.7 0.7 0.0
H -1.249 -0.126 -2.004 0.4 0.4 0.1
H 0.098 1.223 -2.003 -0.5 -0.2 -0.2
O 3.108 -0.437 0.103 0.0 -0.7 -0.5
C 1.869 0.237 0.012 -0.7 0.8 2.2
C 0.776 -0.606 -0.644 0.5 -1.3 -3.9
H 3.621 -0.068 0.827 -0.1 0.1 0.0
H 2.035 1.177 -0.542 -0.5 -0.3 -0.2
H 1.560 0.510 1.036 0.2 0.2 -0.2
H 0.112 -1.481 -0.764 -1.3 0.2 3.0
H 1.446 -1.388 -1.057 1.3 0.6 -1.9
```
Forces are in eV/Å.

- 2S+1 = 3
- HOMO-LUMO gap (alpha / beta) (Eh) = 0.1880 / 0.2899
- highest occupied orbital energy (alpha / beta) (eV) = -6.48 / -9.49
- E_tot (hartree) = -2135.83452
- expectation value of S² = 2.010

=====

Entry 6:
ORCA calculation (ωB97M-V/def2-TZVPD) on a structure of composition C5H7CuO4 in a non-equilibrium geometry.

XYZ file:
```
17
Properties=species:S:1:pos:R:3:forces:R:3
H 1.061 1.566 0.895 0.7 -1.1 0.1
Cu 1.983 -0.162 -1.647 -0.7 0.2 0.3
O 0.136 0.679 -0.645 -2.1 -0.4 -3.3
O -0.256 0.290 1.643 -0.3 0.6 -0.1
C -0.672 -1.068 1.583 -0.6 -0.1 -0.9
C 0.527 -1.779 0.990 2.0 0.3 0.2
O 1.446 -0.567 0.493 -0.1 -1.6 0.9
C 0.648 0.564 0.642 -1.3 0.6 1.6
H -0.920 -1.400 2.596 0.2 0.1 -0.3
H -1.563 -1.165 0.945 0.2 0.0 0.2
H 0.484 -2.509 0.176 -0.7 0.7 -0.2
H 1.031 -2.348 1.783 0.6 0.8 -0.2
H -1.941 0.929 -1.521 0.5 -0.5 0.6
O 0.592 1.426 -3.179 0.0 -0.2 0.3
C -0.981 1.429 -1.327 1.6 0.6 1.2
C -0.417 1.767 -2.679 0.0 0.1 -0.1
H -1.158 2.347 -0.748 -0.1 -0.2 -0.4
```
Forces are in eV/Å.

- 2S+1 = 2
- HOMO-LUMO gap (alpha / beta) (Eh) = 0.2893 / 0.3428
- highest occupied orbital energy (alpha / beta) (eV) = -12.67 / -14.40
- total charge = +1
- E_tot (hartree) = -2135.76328
- expectation value of S² = 0.753